No. 1
16
Properties=species:S:1:pos:R:3:mulliken_charge:R:1 method="wB97M-V/def2-TZVPD" e_above_lowest_kcal_mol=53.6 fmax_ha_per_bohr=0.09327 energy_ev=-16313.1405 lumo_ev=0.600 smiles="CC(/[N+]([O-])=N/O)/[N+]([O-])=N/O"
C -0.46 -1.90 0.10 -1.05
C 0.09 -0.35 0.87 -0.32
N 1.40 -0.03 0.33 1.02
O 2.34 -0.76 0.65 -0.69
N 1.41 0.99 -0.40 -0.42
O 2.66 1.29 -0.91 -0.37
N -0.94 0.64 0.60 0.98
O -1.33 1.35 1.53 -0.72
N -1.34 0.63 -0.60 -0.35
O -2.33 1.55 -0.85 -0.39
H -1.46 -2.07 0.47 0.34
H -0.43 -1.72 -0.97 0.36
H 0.24 -2.65 0.43 0.40
H 0.16 -0.53 1.94 0.45
H 2.53 2.12 -1.39 0.39
H -2.54 1.43 -1.79 0.38

***

No. 2
47
Properties=species:S:1:pos:R:3:lowdin_spin:R:1 method="wB97M-V/def2-TZVPD" e_above_lowest_kcal_mol=0.0 fmax_ha_per_bohr=0.05084 multiplicity=2 energy_ev=-205732.1507 lumo_ev="-0.107 / -0.119"
C -2.84 -2.42 -0.24 0.09
C 0.22 -3.92 -0.67 0.00
C -2.70 -2.15 -1.66 0.58
H -3.93 -2.58 -0.03 0.04
C 0.52 -3.28 -1.80 0.00
H 1.01 -4.15 0.07 0.00
H -3.22 -1.24 -1.98 0.02
H 1.54 -2.92 -1.97 0.00
C -2.01 -2.87 -2.71 0.10
H -2.32 -2.33 -3.62 0.00
H -2.41 -3.90 -2.73 0.03
C -2.10 -3.60 0.46 0.00
H -2.89 -4.27 0.82 0.00
H -1.56 -3.20 1.34 0.00
C -1.13 -4.50 -0.34 0.00
H -1.62 -4.87 -1.25 0.00
H -0.94 -5.36 0.31 0.00
C -0.43 -2.93 -2.91 0.04
H -0.32 -3.70 -3.70 0.00
H -0.09 -1.97 -3.34 0.00
Cu -2.28 0.34 0.13 0.02
H -2.64 -1.38 0.40 0.03
Se -0.77 0.07 1.91 0.01
P 0.42 1.37 0.56 0.00
Se -0.45 0.58 -1.37 0.01
C -0.08 3.10 0.73 0.00
C 0.46 4.07 -0.15 0.00
C -0.10 5.35 -0.13 0.00
C -1.19 5.64 0.68 0.00
C -1.77 4.65 1.48 0.00
C -1.21 3.37 1.50 0.00
C 2.20 1.40 0.98 0.00
C 2.76 2.52 1.62 0.00
C 4.09 2.50 2.05 0.00
C 4.85 1.34 1.90 0.00
C 4.30 0.21 1.32 0.00
C 2.97 0.22 0.87 0.00
H 1.28 3.81 -0.81 0.00
H 0.34 6.12 -0.78 0.00
H -1.62 6.65 0.69 0.00
H -2.65 4.86 2.08 0.00
H -1.66 2.57 2.08 0.00
H 2.16 3.42 1.78 0.00
H 4.52 3.39 2.51 0.00
H 5.90 1.33 2.25 0.00
H 4.89 -0.70 1.22 0.00
H 2.51 -0.67 0.44 0.00

***

No. 3
73
Properties=species:S:1:pos:R:3:mulliken_charge:R:1 method="wB97M-V/def2-TZVPD" e_above_lowest_kcal_mol=12.8 fmax_ha_per_bohr=0.02698 energy_ev=-40561.0731 lumo_ev=-1.885 charge=+1
Na -31.67 29.99 -21.29 0.65
C -33.37 32.98 -20.61 -0.90
O -32.19 32.22 -20.52 -0.10
C -31.03 33.01 -20.30 -0.81
C -29.89 32.11 -19.88 -0.59
N -29.48 31.22 -21.01 -0.22
C -28.43 30.27 -20.59 -0.37
C -27.10 30.82 -20.18 -0.84
O -27.19 31.40 -18.90 -0.30
C -25.96 32.00 -18.49 -0.79
H -33.22 33.80 -21.34 0.36
H -33.56 33.52 -19.67 0.31
H -34.21 32.37 -20.91 0.19
H -31.19 33.75 -19.51 0.44
H -30.81 33.59 -21.21 0.40
H -30.31 31.47 -19.10 0.26
H -29.05 32.73 -19.59 0.47
H -28.96 31.85 -21.63 0.30
H -28.23 29.57 -21.42 0.08
H -28.83 29.58 -19.84 0.32
H -26.72 31.56 -20.90 0.33
H -26.34 30.03 -20.17 0.54
H -26.03 32.24 -17.44 0.25
H -25.77 32.92 -19.06 0.33
H -25.12 31.32 -18.67 0.32
C -34.17 30.70 -23.62 -0.84
O -33.94 30.24 -22.31 0.50
C -35.04 29.60 -21.73 -0.81
C -34.80 29.42 -20.25 -0.86
N -33.52 28.75 -20.02 -0.06
C -33.52 27.35 -20.41 -0.66
C -32.16 26.71 -20.19 -0.91
O -31.17 27.50 -20.81 0.17
C -29.92 26.86 -20.93 -0.96
H -35.21 31.01 -23.76 0.38
H -34.05 29.90 -24.36 0.08
H -33.45 31.47 -23.87 0.18
H -35.27 28.63 -22.19 0.39
H -35.99 30.16 -21.85 0.45
H -35.67 28.91 -19.80 0.38
H -34.70 30.40 -19.77 0.26
H -33.32 28.81 -19.03 0.25
H -33.73 27.26 -21.47 0.19
H -34.28 26.78 -19.86 0.42
H -32.16 25.70 -20.63 0.44
H -31.93 26.54 -19.13 0.41
H -29.43 26.76 -19.95 0.30
H -29.30 27.45 -21.59 0.13
H -29.99 25.85 -21.35 0.40
C -30.47 32.67 -26.20 -0.85
O -30.73 31.47 -25.48 -0.31
C -29.63 31.03 -24.72 -0.49
C -29.83 29.57 -24.43 -0.85
N -31.14 29.35 -23.77 0.83
C -31.76 28.08 -24.11 0.35
C -32.34 27.96 -25.54 -0.92
O -31.65 26.95 -26.22 -0.36
C -32.12 26.76 -27.55 -0.74
H -30.31 33.50 -25.51 0.29
H -31.34 32.89 -26.80 0.26
H -29.62 32.55 -26.88 0.34
H -29.59 31.60 -23.78 0.03
H -28.68 31.27 -25.20 0.57
H -29.02 29.19 -23.79 0.31
H -29.75 28.98 -25.36 0.37
H -31.67 30.11 -24.21 -0.15
H -32.61 27.96 -23.43 -0.82
H -31.09 27.24 -23.92 0.49
H -32.30 28.92 -26.07 0.36
H -33.40 27.67 -25.42 0.54
H -33.02 26.14 -27.57 0.28
H -31.32 26.29 -28.12 0.27
H -32.35 27.71 -28.04 0.31

***

No. 4
100
Properties=species:S:1:pos:R:3:mulliken_charge:R:1 method="wB97M-V/def2-TZVPD" e_above_lowest_kcal_mol=45.5 fmax_ha_per_bohr=0.06351 energy_ev=-404803.6807 lumo_ev=-4.002 charge=+1
C -0.80 -6.33 3.31 -0.67
C -0.49 -5.22 2.23 -0.28
C -1.57 -4.04 2.19 -0.27
C -1.75 -3.31 3.57 -0.15
O -3.01 -2.60 3.74 -0.46
C -4.09 -3.42 3.69 0.99
C -4.11 -4.87 3.99 -0.34
C -5.36 -5.62 3.85 -0.79
N -6.52 -4.97 3.43 0.04
C -6.56 -3.60 3.16 -0.39
C -5.38 -2.77 3.27 -0.51
H 0.02 -7.11 3.33 0.10
H -1.75 -6.91 3.07 0.21
H -0.90 -5.95 4.36 0.20
H -0.58 -5.73 1.22 0.34
H 0.55 -4.81 2.33 0.15
H -1.17 -3.29 1.45 0.27
H -2.51 -4.48 1.76 0.35
H -0.95 -2.51 3.62 -0.13
H -1.55 -3.96 4.47 0.30
H -3.19 -5.40 4.31 0.40
H -5.34 -6.71 4.09 0.35
H -7.35 -5.56 3.32 0.28
H -7.55 -3.19 2.84 0.41
H -5.43 -1.68 3.04 0.44
C -5.70 -3.41 7.65 -0.41
Cl -5.60 -4.22 6.08 0.11
Cl -5.32 -1.69 7.50 -0.13
H -6.71 -3.51 8.04 0.32
H -5.00 -3.87 8.34 0.29
C 0.89 0.20 3.27 -0.46
Cl 1.57 -1.41 2.97 -0.05
Cl 1.95 1.47 2.65 -0.10
H -0.07 0.28 2.76 0.13
H 0.76 0.34 4.34 0.43
C 0.44 0.72 -1.34 -0.29
Cl 0.38 2.47 -1.15 -0.13
Cl 0.83 -0.08 0.19 -0.03
H -0.52 0.37 -1.69 0.13
H 1.21 0.47 -2.07 0.33
C -0.17 4.59 -4.20 0.26
Cl 0.37 2.97 -4.67 -0.16
Cl -0.04 5.73 -5.54 -0.16
H -1.22 4.53 -3.88 -0.25
H 0.44 4.94 -3.37 0.30
C 3.12 -8.76 2.93 0.33
Cl 3.07 -7.00 3.10 -0.10
Cl 3.51 -9.54 4.48 -0.24
H 2.15 -9.11 2.60 -0.42
H 3.88 -9.03 2.20 0.34
C -1.86 3.42 2.09 0.09
Cl -1.81 1.86 2.94 -0.12
Cl -3.53 3.90 1.74 -0.18
H -1.40 4.17 2.72 0.33
H -1.32 3.33 1.16 -0.10
C -3.89 3.02 -1.99 -0.05
Cl -3.20 1.42 -2.31 -0.15
Cl -2.83 4.31 -2.57 -0.15
H -4.85 3.10 -2.49 0.34
H -4.02 3.14 -0.91 0.01
C 1.06 8.53 -7.69 0.81
Cl 2.33 7.96 -8.77 -0.17
Cl -0.07 9.60 -8.54 -0.24
H 0.51 7.68 -7.31 -0.16
H 1.51 9.08 -6.87 -0.28
C 0.40 -11.63 3.02 -0.07
Cl 0.93 -13.25 2.58 -0.14
Cl 0.54 -10.51 1.65 -0.19
H -0.64 -11.67 3.34 0.29
H 1.03 -11.26 3.83 0.11
C 6.44 8.28 -8.63 -0.18
Cl 6.00 7.43 -7.14 -0.14
Cl 7.36 9.75 -8.29 -0.14
H 7.05 7.61 -9.25 0.33
H 5.53 8.54 -9.17 0.13
C 5.00 -3.42 4.16 -0.36
Cl 3.30 -3.83 3.90 -0.07
Cl 5.74 -2.77 2.69 -0.15
H 5.07 -2.67 4.95 0.30
H 5.54 -4.32 4.45 0.30
C 5.18 10.55 -4.61 -0.36
Cl 4.10 9.88 -5.83 -0.05
Cl 6.27 11.76 -5.31 -0.14
H 4.59 11.03 -3.83 0.29
H 5.77 9.75 -4.18 0.28
C -0.93 9.97 -12.06 0.41
Cl -2.68 9.90 -12.31 -0.16
Cl -0.26 11.52 -12.59 -0.15
H -0.72 9.84 -11.01 -0.31
H -0.46 9.17 -12.63 0.26
C 0.66 12.15 -5.40 -0.21
Cl 1.05 10.59 -4.67 -0.15
Cl 0.34 13.37 -4.17 -0.16
H 1.50 12.48 -6.01 0.26
H -0.22 12.04 -6.03 0.28
C 4.63 -11.65 7.16 0.52
Cl 5.60 -10.70 8.30 -0.15
Cl 3.31 -12.49 7.99 -0.15
H 4.20 -10.98 6.42 -0.41
H 5.27 -12.38 6.68 0.28

***

No. 5
41
Properties=species:S:1:pos:R:3:mulliken_charge:R:1 method="wB97M-V/def2-TZVPD" e_above_lowest_kcal_mol=41.9 fmax_ha_per_bohr=0.02022 energy_ev=-38888.8047 lumo_ev=0.356 smiles="O=C(c1ccc(S(=O)(=O)NCc2ccco2)cc1)N1CCCC1"
O 3.63 2.62 1.38 -0.65
C 2.59 2.05 1.66 0.11
C 1.74 1.40 0.60 0.28
C 0.42 1.80 0.40 -0.29
C -0.32 1.23 -0.62 -0.52
C 0.26 0.27 -1.43 0.15
S -0.71 -0.51 -2.71 1.53
O -1.88 0.28 -2.97 -0.69
O 0.14 -0.89 -3.79 -0.68
N -1.14 -1.93 -1.88 -0.22
C -1.44 -3.05 -2.76 -1.23
C -2.67 -2.82 -3.56 0.72
C -4.00 -2.92 -3.23 -0.58
C -4.71 -2.44 -4.36 -0.37
C -3.77 -2.08 -5.27 -0.52
O -2.54 -2.30 -4.80 -0.25
C 1.57 -0.12 -1.25 -0.67
C 2.32 0.46 -0.24 -0.82
N 2.13 1.97 2.92 0.19
C 1.03 1.16 3.41 -0.54
C 1.45 0.83 4.84 -0.69
C 2.16 2.11 5.27 -0.56
C 2.92 2.52 4.01 -0.63
H -0.02 2.56 1.03 0.50
H -1.34 1.53 -0.82 0.50
H -1.93 -1.71 -1.28 0.31
H -1.53 -3.95 -2.14 0.43
H -0.58 -3.14 -3.43 0.42
H -4.41 -3.30 -2.32 0.49
H -5.78 -2.38 -4.46 0.42
H -3.85 -1.67 -6.26 0.47
H 1.99 -0.85 -1.92 0.46
H 3.35 0.19 -0.09 0.46
H 0.10 1.73 3.41 0.24
H 0.89 0.27 2.79 0.35
H 2.15 -0.01 4.84 0.32
H 0.60 0.58 5.47 0.36
H 1.43 2.87 5.54 0.29
H 2.83 1.95 6.12 0.34
H 3.93 2.10 3.98 0.30
H 3.00 3.61 3.90 0.32

***

No. 6
22
Properties=species:S:1:pos:R:3:mulliken_charge:R:1 method="wB97M-V/def2-TZVPD" e_above_lowest_kcal_mol=21.6 fmax_ha_per_bohr=0.05052 energy_ev=-8965.4217 lumo_ev=0.972 smiles=CCCCNC.O
C -1.28 0.51 -2.63 -1.09
C -0.51 1.48 -1.72 -0.50
C 0.25 0.78 -0.59 -0.55
C -0.60 -0.02 0.40 -0.70
N 0.15 -0.41 1.58 -0.20
C -0.18 -1.77 2.00 -0.98
H -1.12 -0.53 -2.33 0.30
H -0.97 0.56 -3.67 0.31
H -2.36 0.61 -2.59 0.29
H 0.26 2.00 -2.29 0.32
H -1.20 2.25 -1.36 0.35
H 1.02 0.13 -1.02 0.25
H 0.88 1.51 -0.08 0.33
H -1.41 0.71 0.62 0.23
H -1.15 -0.80 -0.11 0.38
H -0.01 0.25 2.34 0.28
H 0.56 -2.13 2.72 0.31
H -1.15 -1.90 2.49 0.33
H -0.21 -2.48 1.17 0.35
O 3.20 -0.22 2.03 -0.68
H 2.26 -0.14 1.89 0.38
H 3.58 -0.38 1.15 0.31

***

No. 7
21
Properties=species:S:1:pos:R:3:mulliken_charge:R:1 method="wB97M-V/def2-TZVPD" e_above_lowest_kcal_mol=72.4 fmax_ha_per_bohr=0.07919 energy_ev=-8493.7539 lumo_ev=0.879
C -1.55 -0.71 -1.05 -1.41
C -1.09 -0.31 0.35 0.77
C -2.20 0.47 1.06 -1.55
C 0.20 0.52 0.34 -1.04
C 1.44 -0.21 -0.12 0.87
C 2.73 0.56 -0.02 -1.53
O 1.53 -1.54 0.25 -0.69
H -2.50 -1.25 -1.01 0.41
H -0.83 -1.38 -1.55 0.33
H -1.69 0.17 -1.69 0.31
H -0.88 -1.22 0.92 0.21
H -3.13 -0.11 1.11 0.40
H -2.42 1.41 0.53 0.33
H -1.91 0.73 2.08 0.38
H 0.41 0.86 1.37 0.44
H 0.10 1.41 -0.29 0.40
H 1.27 -0.30 -1.44 0.15
H 2.98 0.70 1.04 0.38
H 2.63 1.53 -0.50 0.35
H 3.54 -0.01 -0.48 0.33
H 1.37 -1.30 -0.88 0.18

***

No. 8
27
Properties=species:S:1:pos:R:3:mulliken_charge:R:1 method="wB97M-V/def2-TZVPD" e_above_lowest_kcal_mol=79.9 fmax_ha_per_bohr=0.07932 energy_ev=-25505.2266 lumo_ev=3.432 charge=-1
C -2.90 -1.08 0.14 -0.45
C -4.12 -0.43 0.23 0.14
C -2.42 1.14 -0.07 0.18
C 1.82 -1.39 -0.68 -0.45
C 2.30 -0.95 0.70 -0.77
C 0.23 -1.38 -0.79 -0.53
C 3.13 0.40 0.66 -0.58
C -0.55 -0.24 -0.19 -0.24
N -3.76 0.97 0.04 -0.09
N -1.84 -0.23 0.07 0.38
O -5.25 -0.83 0.42 -0.72
O -1.85 2.21 -0.16 -0.59
O 2.69 1.50 0.02 -0.30
Si 1.05 2.04 -0.17 0.91
H -2.63 -2.04 0.53 0.25
H 2.14 -0.63 -1.48 0.32
H 2.16 -2.47 -0.96 0.29
H 1.46 -0.95 1.36 0.34
H 2.81 -1.70 1.29 0.45
H -0.05 -1.48 -1.90 0.21
H -0.13 -2.31 -0.23 0.32
H 3.54 0.60 1.67 0.27
H 4.06 0.14 0.07 0.28
H -4.46 1.80 -0.01 0.28
H 0.49 2.29 1.20 -0.20
H 0.77 1.58 -1.41 -0.27
H 1.30 3.46 -0.35 -0.42

***

No. 9
32
Properties=species:S:1:pos:R:3:mulliken_charge:R:1 method="wB97M-V/def2-TZVPD" e_above_lowest_kcal_mol=2.9 fmax_ha_per_bohr=0.08309 energy_ev=-81134.7533 lumo_ev="0.126 / 0.296"
C -1.02 0.96 -2.66 -0.69
C -0.75 2.24 -2.86 0.89
C 1.69 -2.42 1.25 0.38
C -0.54 0.16 -1.51 -0.55
C -0.09 3.10 -1.75 -0.75
C 0.43 2.27 -0.54 -0.72
C -0.21 0.96 -0.26 0.08
C -1.19 3.03 -3.98 -1.93
C -0.53 -3.88 3.55 -1.22
C 0.83 1.08 2.60 -1.05
C 0.20 -4.09 2.23 -0.22
O 2.51 -3.24 0.97 -0.54
O 0.49 -2.78 1.68 -0.24
Se -0.24 0.27 1.38 0.17
H -1.62 0.51 -3.44 0.32
H -1.30 -0.62 -1.21 0.39
H 0.27 -0.37 -1.81 0.34
H 0.72 3.69 -2.27 0.29
H -0.80 3.80 -1.42 0.41
H 1.53 2.10 -0.58 0.32
H 0.38 2.99 0.38 0.34
H -1.95 3.66 -3.78 0.38
H -1.41 2.42 -4.75 0.53
H -0.40 3.60 -4.45 0.39
H 0.02 -3.28 4.32 0.27
H -1.52 -3.46 3.58 0.32
H -0.62 -4.81 3.90 0.50
H 1.67 1.70 2.49 0.40
H 0.68 0.92 3.57 0.41
H 1.87 -1.30 1.45 0.22
H -0.32 -4.64 1.43 0.28
H 1.20 -4.56 2.47 0.29

***

No. 10
75
Properties=species:S:1:pos:R:3:mulliken_charge:R:1 method="wB97M-V/def2-TZVPD" e_above_lowest_kcal_mol=0.0 fmax_ha_per_bohr=0.01686 energy_ev=-173135.0233 lumo_ev=0.532
Cu 0.17 -0.16 0.13 -0.28
Br -0.18 -0.47 2.87 -0.23
C -1.72 -1.52 2.47 0.14
C -2.45 -1.93 3.54 -0.70
C -3.61 -2.71 3.35 -0.50
C -3.99 -3.05 2.08 -0.98
C -3.24 -2.63 0.96 1.40
C -3.64 -3.01 -0.34 -0.92
C -2.89 -2.64 -1.42 -1.02
C -1.74 -1.84 -1.24 0.32
C -1.30 -1.39 0.00 -0.55
C -2.07 -1.83 1.12 1.13
H -2.14 -1.67 4.54 0.41
H -4.18 -3.04 4.21 0.38
H -4.87 -3.66 1.92 0.36
H -4.52 -3.63 -0.45 0.35
H -3.18 -2.96 -2.42 0.41
H -1.16 -1.61 -2.13 0.62
C 2.13 3.88 -4.79 -1.49
C 2.17 2.71 -3.82 0.53
C 3.10 2.96 -2.65 -1.07
O 0.81 2.54 -3.33 0.12
P 0.30 1.07 -3.01 -0.32
O 1.22 0.20 -2.25 -0.95
C -1.28 1.36 -2.20 0.82
P -1.15 2.29 -0.67 0.87
O 0.05 2.00 0.13 -1.05
O -2.43 2.04 0.21 -0.48
C -3.85 1.92 -0.09 0.40
C -4.17 0.51 -0.54 -0.57
C -4.33 2.99 -1.06 -1.14
O -1.23 3.79 -1.19 0.13
C -0.76 4.87 -0.34 0.56
C 0.72 5.10 -0.59 -1.15
C -1.61 6.08 -0.67 -1.44
O -0.04 0.39 -4.40 -0.26
C -0.88 1.03 -5.39 0.94
C -0.11 1.05 -6.70 -1.56
C -2.17 0.23 -5.49 -1.26
H 3.12 4.06 -5.19 0.42
H 1.79 4.78 -4.28 0.24
H 1.45 3.67 -5.62 0.33
H 2.46 1.80 -4.34 0.44
H 2.84 3.90 -2.16 0.15
H 4.13 3.01 -2.99 0.46
H 3.01 2.16 -1.92 0.13
H -1.65 0.36 -1.95 -1.13
H -1.99 1.85 -2.87 0.70
H -4.30 2.09 0.88 0.42
H -3.88 0.33 -1.58 -0.03
H -5.25 0.34 -0.46 0.56
H -3.66 -0.22 0.08 -0.15
H -3.88 2.87 -2.05 0.16
H -4.09 3.98 -0.69 0.15
H -5.41 2.90 -1.17 0.51
H -0.92 4.57 0.70 0.41
H 0.87 5.39 -1.64 0.17
H 1.28 4.19 -0.39 0.17
H 1.09 5.90 0.05 0.52
H -1.52 6.32 -1.73 0.30
H -1.28 6.94 -0.09 0.42
H -2.66 5.89 -0.44 0.32
H -1.09 2.05 -5.07 0.24
H 0.11 0.03 -7.02 0.36
H 0.82 1.60 -6.58 0.32
H -0.71 1.53 -7.48 0.38
H -1.95 -0.80 -5.76 0.33
H -2.82 0.66 -6.25 0.40
H -2.71 0.23 -4.54 0.17
C 2.97 -1.35 0.77 -0.71
O 2.41 -0.19 0.15 -0.39
H 4.00 -1.51 0.45 0.31
H 2.38 -2.24 0.57 0.25
H 2.96 -1.17 1.85 0.22
H 2.32 -0.33 -0.80 0.47

***

No. 11
46
Properties=species:S:1:pos:R:3:mulliken_charge:R:1 method="wB97M-V/def2-TZVPD" e_above_lowest_kcal_mol=63.4 fmax_ha_per_bohr=0.03166 energy_ev=-41464.9326 lumo_ev=0.355 smiles="Cc1cc(NS(=O)(=O)c2ccc(NC(=O)C3CCCCC3)cc2)no1"
C 4.76 3.48 -1.02 -1.22
C 4.64 2.31 -0.13 0.23
C 4.98 1.00 -0.28 0.01
C 4.60 0.41 0.96 0.22
N 4.76 -0.91 1.31 -0.20
S 4.40 -2.12 0.19 1.17
O 4.53 -3.35 0.90 -0.69
O 5.19 -1.89 -0.98 -0.65
C 2.68 -1.78 -0.17 0.11
C 1.71 -2.25 0.70 -0.90
C 0.38 -1.94 0.48 -0.54
C 0.03 -1.14 -0.61 0.82
N -1.28 -0.78 -0.88 -0.05
C -2.43 -1.11 -0.20 0.22
O -2.45 -1.83 0.76 -0.64
C -3.66 -0.47 -0.84 0.26
C -3.64 1.06 -0.70 -0.95
C -3.82 1.48 0.76 -0.58
C -5.14 0.95 1.30 -0.75
C -5.18 -0.57 1.20 -0.51
C -4.96 -1.03 -0.24 -1.31
C 1.03 -0.67 -1.47 -0.78
C 2.35 -0.99 -1.25 -0.43
N 4.07 1.30 1.76 -0.64
O 4.10 2.49 1.09 -0.11
H 5.43 4.22 -0.58 0.31
H 5.16 3.17 -1.98 0.31
H 3.79 3.95 -1.16 0.32
H 5.44 0.50 -1.11 0.53
H 4.46 -1.12 2.25 0.33
H 2.01 -2.88 1.52 0.43
H -0.38 -2.30 1.14 0.54
H -1.39 -0.19 -1.70 0.21
H -3.64 -0.72 -1.91 0.42
H -2.70 1.47 -1.09 0.44
H -4.45 1.48 -1.29 0.47
H -3.00 1.07 1.36 0.32
H -3.79 2.56 0.83 0.35
H -5.27 1.26 2.33 0.34
H -5.96 1.38 0.71 0.32
H -6.14 -0.95 1.55 0.35
H -4.40 -1.00 1.83 0.30
H -5.80 -0.70 -0.86 0.46
H -4.92 -2.12 -0.27 0.35
H 0.76 -0.05 -2.32 0.33
H 3.13 -0.65 -1.91 0.49